Here is 6 unconnected molecules or ions with the total composition C33H43F18NO21PS3 at a distorted geometry from OMol25. Energies are from ωB97M-V/def2-TZVPD.

E_HOMO	-5.85	eV
HOMO-LUMO gap	5.29	eV
charge	-1

Bonds (Å) are listed after each position.
Atoms and positions in Å:
1 C 1.46 -2.54 3.28  C2 1.666, H48 1.176, H49 1.180, H50 1.191
2 C 0.48 -1.19 3.31  C1 1.666, O3 1.471, H51 1.171, H52 1.194
3 O 0.89 -0.19 2.31  C2 1.471, C4 1.501
4 C -0.16 -0.04 1.25  O3 1.501, C5 1.637, H53 1.169, H54 1.178
5 C 0.32 1.23 0.33  C4 1.637, P6 1.924, H55 1.175, H56 1.194
6 P 0.05 0.99 -1.56  C5 1.924, O7 1.743, S10 2.142, O26 1.777, O47 1.777, H57 1.457
7 O 0.07 1.22 -3.29  P6 1.743, C8 1.501
8 C 0.28 2.67 -3.63  O7 1.501, N9 1.303
9 N 0.33 3.97 -3.74  C8 1.303
10 S -1.97 0.27 -1.48  P6 2.142, O11 1.570, O12 1.568, C13 1.908
11 O -2.10 -1.27 -1.23  S10 1.570
12 O -2.76 0.99 -0.34  S10 1.568
13 C -2.96 0.58 -3.08  S10 1.908, F14 1.479, F15 1.512, C16 1.652
14 F -2.81 1.96 -3.61  C13 1.479
15 F -4.41 0.47 -2.65  C13 1.512
16 C -2.75 -0.61 -4.20  C13 1.652, F17 1.512, F18 1.511, C19 1.635
17 F -3.69 -1.72 -3.76  C16 1.512
18 F -1.38 -1.24 -4.14  C16 1.511
19 C -3.23 -0.22 -5.72  C16 1.635, F20 1.510, F21 1.507, C22 1.633
20 F -4.57 0.45 -5.59  C19 1.510
21 F -3.33 -1.45 -6.58  C19 1.507
22 C -2.27 0.84 -6.52  C19 1.633, F23 1.511, F24 1.500, F25 1.478
23 F -2.28 0.41 -7.96  C22 1.511
24 F -2.78 2.25 -6.53  C22 1.500
25 F -0.85 0.86 -6.11  C22 1.478
26 O 1.65 1.76 -1.65  P6 1.777, C27 1.501
27 C 2.68 0.79 -2.14  O26 1.501, C28 1.645, H58 1.188, H59 1.194
28 C 2.24 -0.70 -1.60  C27 1.645, C29 1.673, C43 1.640, O47 1.499
29 C 2.51 -2.02 -2.60  C28 1.673, C30 1.637, H60 1.170, H61 1.192
30 C 1.57 -3.27 -2.12  C29 1.637, C31 1.673, H62 1.193, H63 1.170
31 C 2.03 -4.74 -2.80  C30 1.673, F32 1.481, F33 1.511, C34 1.637
32 F 1.56 -4.68 -4.20  C31 1.481
33 F 3.53 -4.76 -2.66  C31 1.511
34 C 1.32 -5.88 -1.87  C31 1.637, F35 1.510, F36 1.511, S37 1.866
35 F -0.08 -5.48 -1.46  C34 1.510
36 F 2.10 -5.92 -0.57  C34 1.511
37 S 1.25 -7.60 -2.60  C34 1.866, F38 1.713, F39 1.747, F40 1.749, F41 1.711, F42 1.722
38 F 0.10 -7.19 -3.80  S37 1.713
39 F -0.09 -7.99 -1.55  S37 1.747
40 F 2.28 -8.13 -1.29  S37 1.749
41 F 2.60 -7.37 -3.63  S37 1.711
42 F 1.18 -9.23 -3.15  S37 1.722
43 C 2.94 -1.18 -0.19  C28 1.640, S44 1.873, H64 1.194, H65 1.194
44 S 3.96 0.13 0.67  C43 1.873, C45 1.898
45 C 5.80 -0.20 0.34  S44 1.898, C46 1.663, H66 1.172, H67 1.190
46 C 6.09 -0.62 -1.25  C45 1.663, H68 1.171, H69 1.193, H70 1.181
47 O 0.74 -0.64 -1.67  P6 1.777, C28 1.499
48 H 1.06 -3.36 4.02  C1 1.176
49 H 1.53 -3.03 2.21  C1 1.180
50 H 2.58 -2.29 3.61  C1 1.191
51 H -0.65 -1.47 3.21  C2 1.171
52 H 0.67 -0.71 4.39  C2 1.194
53 H -0.33 -1.04 0.68  C4 1.169
54 H -1.15 0.21 1.83  C4 1.178
55 H 1.42 1.50 0.63  C5 1.175
56 H -0.35 2.16 0.68  C5 1.194
57 H -0.56 2.31 -1.51  P6 1.457
58 H 3.82 1.12 -2.04  C27 1.188
59 H 2.61 0.63 -3.32  C27 1.194
60 H 3.66 -2.20 -2.56  C29 1.170
61 H 2.19 -1.75 -3.72  C29 1.192
62 H 0.46 -3.10 -2.51  C30 1.193
63 H 1.52 -3.45 -0.97  C30 1.170
64 H 2.07 -1.63 0.48  C43 1.194
65 H 3.68 -2.10 -0.38  C43 1.194
66 H 6.38 0.79 0.59  C45 1.172
67 H 6.09 -1.09 1.08  C45 1.190
68 H 5.81 0.24 -2.00  C46 1.171
69 H 7.26 -0.80 -1.34  C46 1.193
70 H 5.55 -1.63 -1.52  C46 1.181
71 C 11.52 -1.74 -0.42  C72 1.494, O76 1.415, H77 1.093, H78 1.095
72 C 11.50 -2.53 -1.69  C71 1.494, O73 1.415, H79 1.095, H80 1.093
73 O 10.17 -3.03 -1.74  C72 1.415, C74 1.365
74 C 9.41 -2.19 -0.98  O73 1.365, O75 1.220, O76 1.365
75 O 8.19 -2.22 -0.94  C74 1.220
76 O 10.18 -1.31 -0.28  C71 1.415, C74 1.365
77 H 12.20 -0.88 -0.47  C71 1.093
78 H 11.79 -2.35 0.45  C71 1.095
79 H 11.67 -1.91 -2.57  C72 1.095
80 H 12.22 -3.35 -1.68  C72 1.093
81 C -7.52 -1.01 -1.45  C82 1.494, O86 1.415, H87 1.093, H88 1.095
82 C -7.54 -1.80 -2.72  C81 1.494, O83 1.415, H89 1.095, H90 1.093
83 O -8.87 -2.30 -2.77  C82 1.415, C84 1.365
84 C -9.63 -1.46 -2.01  O83 1.365, O85 1.220, O86 1.365
85 O -10.85 -1.49 -1.97  C84 1.220
86 O -8.86 -0.58 -1.31  C81 1.415, C84 1.365
87 H -6.84 -0.16 -1.50  C81 1.093
88 H -7.25 -1.62 -0.58  C81 1.095
89 H -7.37 -1.18 -3.60  C82 1.095
90 H -6.82 -2.62 -2.71  C82 1.093
91 C -3.77 3.30 4.16  C92 1.494, O96 1.415, H97 1.093, H98 1.095
92 C -2.41 3.64 3.64  C91 1.494, O93 1.415, H99 1.095, H100 1.093
93 O -1.66 2.47 3.90  C92 1.415, C94 1.365
94 C -2.55 1.43 3.99  O93 1.365, O95 1.220, O96 1.365
95 O -2.23 0.26 4.04  C94 1.220
96 O -3.83 1.89 4.01  C91 1.415, C94 1.365
97 H -4.56 3.79 3.60  C91 1.093
98 H -3.88 3.54 5.22  C91 1.095
99 H -2.41 3.82 2.56  C92 1.095
100 H -1.97 4.50 4.15  C92 1.093
101 C -2.53 8.24 2.01  C102 1.494, O106 1.415, H107 1.093, H108 1.095
102 C -1.17 8.58 1.49  C101 1.494, O103 1.415, H109 1.095, H110 1.093
103 O -0.42 7.41 1.75  C102 1.415, C104 1.365
104 C -1.31 6.37 1.83  O103 1.365, O105 1.220, O106 1.365
105 O -0.99 5.20 1.88  C104 1.220
106 O -2.59 6.83 1.85  C101 1.415, C104 1.365
107 H -3.32 8.73 1.44  C101 1.093
108 H -2.64 8.48 3.07  C101 1.095
109 H -1.17 8.76 0.41  C102 1.095
110 H -0.73 9.44 2.00  C102 1.093
111 C -4.73 1.85 8.00  C112 1.494, O116 1.415, H117 1.093, H118 1.095
112 C -4.37 2.17 9.42  C111 1.494, O113 1.415, H119 1.095, H120 1.093
113 O -3.65 3.39 9.30  C112 1.415, C114 1.365
114 C -4.05 3.98 8.13  O113 1.365, O115 1.220, O116 1.365
115 O -3.76 5.11 7.80  C114 1.220
116 O -4.82 3.12 7.39  C111 1.415, C114 1.365
117 H -5.68 1.32 7.93  C111 1.093
118 H -3.95 1.27 7.50  C111 1.095
119 H -5.25 2.34 10.04  C112 1.095
120 H -3.75 1.40 9.87  C112 1.093

Here is C2HBrClNO2 in the gas phase at a distorted geometry from OMol25. Energies are from ωB97M-V/def2-TZVPD.

SMILES	O=C/[N+]([O-])=C(/Cl)Br
E_HOMO (spin up / spin down)	-9.07 / -9.07	eV
HOMO-LUMO gap (spin up / spin down)	8.14 / 8.13	eV

Bonds (Å) are listed after each position.
Atoms and positions in Å:
1 O -0.96 1.69 0.77  C2 1.193
2 C -0.30 0.74 1.08  O1 1.193, N3 1.485, H8 1.040
3 N 0.29 -0.32 0.23  C2 1.485, O4 1.244, C5 1.347
4 O 1.02 -1.15 0.80  N3 1.244
5 C 0.05 -0.48 -1.09  N3 1.347, Cl6 1.715, Br7 1.872
6 Cl 0.93 -1.77 -1.79  C5 1.715
7 Br -1.04 0.68 -2.07  C5 1.872
8 H 0.02 0.61 2.06  C2 1.040

Here is 2 unconnected molecules or ions with the total composition C6H13N at a distorted geometry from OMol25. Energies are from ωB97M-V/def2-TZVPD.

E_HOMO	-6.79	eV
HOMO-LUMO gap	3.66	eV

Bonds (Å) are listed after each position.
Atoms and positions in Å:
1 C 1.04 -0.88 1.10  C2 1.542, H8 1.105, H9 1.090, H10 1.070
2 C -0.29 -0.73 0.33  C1 1.542, C3 1.587, H11 1.155, H12 1.065
3 C -1.48 0.16 0.88  C2 1.587, C6 1.386
4 C 1.35 -1.16 -2.23  N5 1.401, H13 1.159, H15 1.106, H16 1.049
5 N 1.27 -2.14 -1.23  C4 1.401, H14 1.077
6 C -1.20 1.52 0.97  C3 1.386, C7 1.497, H17 1.118
7 C -2.04 2.72 1.26  C6 1.497, H18 1.118, H19 1.126, H20 1.114
8 H 1.05 -0.38 2.09  C1 1.105
9 H 1.80 -0.38 0.51  C1 1.090
10 H 1.19 -1.93 1.27  C1 1.070
11 H -0.81 -1.71 0.02  C2 1.155
12 H -0.07 -0.32 -0.63  C2 1.065
13 H 0.32 -1.06 -2.74  C4 1.159
14 H 1.34 -3.14 -1.62  N5 1.077
15 H 1.34 -0.18 -1.70  C4 1.106
16 H 2.14 -1.17 -2.92  C4 1.049
17 H -0.20 1.86 0.61  C6 1.118
18 H -1.64 3.08 2.24  C7 1.118
19 H -2.00 3.47 0.42  C7 1.126
20 H -3.09 2.36 1.37  C7 1.114

Here is 2 unconnected molecules or ions with the total composition C6H13N at a distorted geometry from OMol25. Energies are from ωB97M-V/def2-TZVPD.

2S+1	2
E_HOMO (spin up / spin down)	-0.71 / -2.55	eV
HOMO-LUMO gap (spin up / spin down)	4.43 / 6.26	eV
charge	-1

Bonds (Å) are listed after each position.
Atoms and positions in Å:
1 C 1.38 0.13 1.42  C2 1.568, H8 1.089, H9 1.090, H10 1.104
2 C 1.53 -0.30 -0.08  C1 1.568, C3 1.579, N7 1.480, H11 1.096
3 C 0.34 0.15 -1.02  C2 1.579, C4 1.485, H12 1.096, H13 1.094
4 C -0.94 0.26 -0.27  C3 1.485, C5 1.344, H14 1.090
5 C -1.99 -0.58 -0.17  C4 1.344, C6 1.527, H15 1.094
6 C -3.23 -0.18 0.62  C5 1.527, H16 1.094, H17 1.093, H18 1.098
7 N 2.66 0.32 -0.80  C2 1.480, H20 1.026
8 H 0.48 -0.21 1.93  C1 1.089
9 H 1.54 1.21 1.44  C1 1.090
10 H 2.28 -0.31 1.90  C1 1.104
11 H 1.63 -1.39 -0.16  C2 1.096
12 H 0.55 1.18 -1.32  C3 1.096
13 H 0.22 -0.57 -1.83  C3 1.094
14 H -1.00 1.05 0.48  C4 1.090
15 H -2.06 -1.37 -0.92  C5 1.094
16 H -4.00 0.26 -0.02  C6 1.094
17 H -3.08 0.48 1.49  C6 1.093
18 H -3.72 -1.10 0.95  C6 1.098
19 H 2.17 1.99 -0.34  no bonds
20 H 3.55 -0.13 -0.55  N7 1.026

Values of molecular weight, in order: 1258.83; 186.39; 99.18; 99.18, all in g/mol.